# C16H44N4O8SSr

A molecular structure, C16H44N4O8SSr at a distorted geometry (the ωB97M-V functional and the def2-TZVPD basis, the Open Molecules 2025 dataset).

Values from the calculation:
LUMO, eV: -2.058
Frontier orbital gap, Ha: 0.112
Calculated total energy, a.u.: -1885.603794
Energy above the lowest of the compared OMol25 structures with the same formula, charge and spin, kcal per mole: 211.8

The geometry in ORCA input format:
```
! wB97M-V def2-TZVPD RIJCOSX def2/J DEFGRID3
* xyz 0 1
Sr 0.2910 0.2207 -1.8031
S 3.6885 -1.8127 -3.9472
O 4.0249 -3.0872 -3.3797
O 2.2440 -1.8637 -4.2756
O 3.7826 -0.8200 -2.8790
O 4.5545 -1.4678 -5.0786
C 4.5206 -0.5376 3.4438
C 2.9914 -0.1669 3.2409
C 2.3969 0.3428 4.5680
O 0.9840 0.4599 4.5627
C 0.5080 0.5145 5.9102
N 2.8719 0.8055 2.1706
H 4.4927 -1.4676 4.0116
H 5.1562 0.2105 3.9176
H 5.0076 -0.6909 2.4808
H 2.4107 -1.0388 2.9397
H 2.8825 1.2980 4.7679
H 2.7503 -0.3364 5.3437
H 0.6526 1.4834 6.3882
H 0.9924 -0.2674 6.4951
H -0.5482 0.2970 5.7516
H 3.3142 1.6707 2.4463
H 3.5376 0.5243 1.4651
C -1.4617 -5.9627 0.0480
C -1.1753 -4.6233 0.6880
C -1.0594 -4.8136 2.2218
O -0.1296 -5.8152 2.5320
C 0.6471 -5.5545 3.7090
N -0.0121 -3.9931 0.1088
H -1.5569 -5.8522 -1.0322
H -2.3995 -6.4169 0.3681
H -0.6132 -6.6451 0.0975
H -1.9836 -3.9174 0.4973
H -2.0476 -5.0063 2.6395
H -0.7318 -3.8744 2.6676
H 1.4630 -6.2740 3.6396
H 0.1484 -5.8045 4.6455
H 1.1016 -4.5720 3.8363
H 0.7928 -4.3892 0.5727
H 0.1550 -4.3291 -0.8288
C -3.1261 2.9631 -4.7486
C -2.7436 1.5311 -5.2398
C -1.4365 1.6862 -6.1059
O -0.3583 2.0251 -5.1877
C 0.8350 2.3399 -5.9705
N -2.6601 0.6233 -4.1196
H -3.8763 2.9833 -3.9582
H -3.4621 3.5995 -5.5673
H -2.2787 3.5445 -4.3853
H -3.4402 1.1567 -5.9899
H -1.5541 2.3598 -6.9548
H -1.1781 0.7347 -6.5707
H 1.6792 2.3543 -5.2812
H 0.8338 3.3174 -6.4528
H 1.0930 1.6214 -6.7486
H -2.7065 -0.2799 -4.5692
H -3.4665 0.6163 -3.5114
C -3.1501 3.3808 2.3653
C -2.3499 2.9975 1.1330
C -1.1227 3.9013 0.9213
O -0.6734 3.7148 -0.4074
C 0.1427 4.7857 -0.7906
N -1.9484 1.5824 1.2781
H -3.6492 4.3385 2.2173
H -2.4393 3.3262 3.1899
H -3.9263 2.6559 2.6106
H -3.0140 3.0514 0.2703
H -0.3282 3.7417 1.6503
H -1.4588 4.9331 1.0235
H 1.0601 4.6713 -0.2131
H -0.2187 5.8069 -0.6695
H 0.4595 4.7895 -1.8335
H -2.7984 1.1096 1.5502
H -1.3828 1.6093 2.1144
*
```


# C3H2FNO2

A single C3H2FNO2 molecule at a distorted geometry (the ωB97M-V functional and the def2-TZVPD basis, the Open Molecules 2025 dataset).

Values from the calculation:
LUMO, eV: 0.801
Frontier orbital gap, Ha: 0.367
Calculated total energy, a.u.: -420.597895
Energy above the lowest of the compared OMol25 structures with the same formula, charge and spin, kcal per mole: 1.7
SMILES: Oc1coc(F)n1

The geometry in ORCA input format:
```
! wB97M-V def2-TZVPD RIJCOSX def2/J DEFGRID3
* xyz 0 1
O -1.9645 1.4542 0.0269
C -0.8983 0.6069 -0.1651
C -0.4449 -0.0383 -1.2867
O 0.6799 -0.7376 -0.8936
C 0.7932 -0.5102 0.3847
F 1.8471 -1.0705 0.9405
N -0.0574 0.3022 0.8857
H -1.9827 1.6236 0.9835
H -0.6627 -0.1877 -2.3122
*
```


# C4H30NO10S2

10 unconnected molecules or ions with the total composition C4H30NO10S2 at a distorted geometry (the ωB97M-V functional and the def2-TZVPD basis, the Open Molecules 2025 dataset).

Values from the calculation:
LUMO, eV: -3.021
Frontier orbital gap, Ha: 0.302
Calculated total energy, a.u.: -1773.562853
Energy above the lowest of the compared OMol25 structures with the same formula, charge and spin, kcal per mole: 85.0

The geometry in ORCA input format:
```
! wB97M-V def2-TZVPD RIJCOSX def2/J DEFGRID3
* xyz 1 1
N -0.1929 0.6010 0.3705
C -0.1825 1.5597 1.5105
C -1.0542 2.8078 1.0134
O -2.4077 2.5313 1.1362
C -0.2988 1.0423 2.9637
S 1.1366 -0.0400 3.1582
S 0.6046 -1.6592 4.2584
C -0.9311 -2.1908 3.2437
H 0.4622 -0.2254 0.2830
H 0.1760 1.0485 -0.5377
H -1.2003 0.2267 0.3277
H 0.9024 2.0764 1.5927
H -0.8724 3.5351 1.8048
H -0.9253 3.0398 -0.1358
H -2.8475 2.9962 1.9602
H -1.2470 0.3974 3.1466
H -0.5102 1.8651 3.6106
H -0.6599 -3.2220 2.8064
H -1.1938 -1.5912 2.4253
H -1.7695 -2.1098 3.8822
H 3.7448 -2.7231 -2.2768
H 3.6819 -2.1847 -0.8113
O 3.0664 -2.4294 -1.5395
H -2.4906 2.9882 -3.8214
H -1.7033 2.0684 -3.2844
O -2.6570 2.1248 -3.3331
H 3.7164 2.5448 1.7953
H 2.9699 1.4575 2.6265
O 3.0721 2.4310 2.3904
H 2.0530 1.9254 -1.5859
H 1.1115 0.8516 -2.1557
O 1.1597 1.7856 -1.7113
H -1.7298 -0.4316 -4.6621
H -0.4945 -0.2879 -5.4421
O -0.8901 -0.9095 -4.9345
H 2.0230 -1.1250 -2.6756
H 0.4101 -1.0964 -3.2952
O 1.0553 -0.7605 -2.5342
H -2.2600 -4.0182 0.4595
H -1.7676 -2.6681 -0.1348
O -2.3905 -3.1891 0.2951
H 1.3849 -2.3079 1.5959
H 2.1829 -2.1343 0.1191
O 1.5821 -1.8340 0.8134
H -0.5555 -0.9904 -1.5985
H -1.9101 -0.7077 -1.9456
O -1.3538 -1.0685 -1.1735
*
```


# C24H16Br2F3N4OPd

A molecular structure, C24H16Br2F3N4OPd at a distorted geometry (the ωB97M-V functional and the def2-TZVPD basis, the Open Molecules 2025 dataset).

Values from the calculation:
LUMO (alpha / beta), eV: -4.154 / -5.775
Frontier orbital gap (alpha / beta), Ha: 0.109 / 0.173
Calculated total energy, a.u.: -6793.724392

The geometry in ORCA input format:
```
! wB97M-V def2-TZVPD RIJCOSX def2/J DEFGRID3
* xyz 1 3
Pd -0.0077 0.0735 -0.0795
Br -0.2760 -3.1056 4.1309
C -1.1150 -3.2827 2.4632
C -1.9636 -4.3267 2.1833
C -2.5763 -4.4046 0.9403
Br -3.7083 -5.8722 0.5929
C -2.3593 -3.4182 -0.0598
C -2.9447 -3.4670 -1.3367
C -2.6592 -2.4621 -2.2541
C -1.8131 -1.4338 -1.8937
N -1.2446 -1.3661 -0.6762
C -1.4977 -2.3312 0.2422
C -0.8339 -2.2311 1.5287
O -0.0656 -1.2857 1.8438
H -2.1479 -5.0839 2.9284
H -3.6022 -4.2779 -1.6010
H -3.0928 -2.4869 -3.2401
H -1.5519 -0.6365 -2.5826
N 1.3431 1.4434 0.6990
C 2.6636 0.9155 0.4252
C 3.8018 1.5273 0.9110
C 5.0603 0.9967 0.6307
C 5.1789 -0.1497 -0.1144
C 4.0375 -0.8177 -0.5971
C 4.0957 -2.0257 -1.3214
C 2.9220 -2.6257 -1.7206
C 1.7052 -2.0115 -1.4402
N 1.6089 -0.8610 -0.7757
C 2.7511 -0.2695 -0.3255
H 1.1521 1.3313 1.7035
H 1.3207 2.4494 0.5051
H 3.7182 2.4142 1.5193
H 5.9385 1.4868 1.0176
H 6.1502 -0.5693 -0.3205
H 5.0544 -2.4631 -1.5473
H 2.9362 -3.5621 -2.2554
H 0.7855 -2.4753 -1.7727
F -5.7572 3.7397 1.2937
C -4.8977 3.3219 2.2251
F -5.5931 2.5936 3.1123
F -4.4618 4.4101 2.8805
C -3.7531 2.5362 1.6391
C -2.7635 2.0194 2.4824
C -1.7092 1.3297 1.9284
N -1.5751 1.1408 0.6004
C -2.5482 1.6088 -0.2055
C -3.6437 2.2990 0.2666
H -2.8206 2.1603 3.5498
H -0.9499 0.8839 2.5644
H -2.4267 1.4338 -1.2692
H -4.3993 2.6606 -0.4124
*
```


# C5H15N5O10

5 unconnected molecules or ions with the total composition C5H15N5O10 at a distorted geometry (the ωB97M-V functional and the def2-TZVPD basis, the Open Molecules 2025 dataset).

Values from the calculation:
LUMO, eV: -0.348
Frontier orbital gap, Ha: 0.381
Calculated total energy, a.u.: -1225.154942
Energy above the lowest of the compared OMol25 structures with the same formula, charge and spin, kcal per mole: 37.4
SMILES: C[N+](=O)[O-].C[N+](=O)[O-].C[N+](=O)[O-].C[N+](=O)[O-].C[N+](=O)[O-]

The geometry in ORCA input format:
```
! wB97M-V def2-TZVPD RIJCOSX def2/J DEFGRID3
* xyz 0 1
C -6.5994 -4.8417 2.9236
N -5.9701 -3.6415 2.3172
O -5.0620 -3.8163 1.4610
O -6.3363 -2.5680 2.8167
H -7.6316 -4.5708 3.1458
H -6.0225 -4.9319 3.8440
H -6.4339 -5.6621 2.2253
C 2.7501 5.5176 -1.6077
N 1.6767 6.2989 -0.9374
O 1.6996 6.3423 0.3126
O 0.7184 6.6964 -1.6343
H 3.5682 5.2206 -0.9515
H 3.0740 6.1281 -2.4507
H 2.1684 4.7455 -2.1112
C -0.0078 -2.9868 6.1645
N -1.4500 -3.3505 6.4000
O -2.3848 -2.5638 6.1592
O -1.7178 -4.4909 6.7382
H 0.0072 -1.8995 6.0900
H 0.3981 -3.4893 5.2865
H 0.6170 -3.3079 6.9980
C -1.0641 0.1381 -1.1996
N -0.8986 -0.1443 0.1969
O -1.2680 0.6580 1.0551
O -0.4337 -1.2196 0.4873
H -1.9425 -0.4300 -1.5059
H -0.0623 -0.0238 -1.5973
H -1.4270 1.1515 -1.3714
C 5.9135 1.4444 -7.6313
N 5.4901 1.7165 -6.2287
O 4.5186 1.0692 -5.8144
O 6.1534 2.6228 -5.6753
H 5.3931 2.0819 -8.3461
H 5.5993 0.4138 -7.7968
H 6.9666 1.6932 -7.7623
*
```


# C5H7ClOS

A single C5H7ClOS molecule at a distorted geometry (the ωB97M-V functional and the def2-TZVPD basis, the Open Molecules 2025 dataset).

Values from the calculation:
LUMO, eV: 0.374
Frontier orbital gap, Ha: 0.342
Calculated total energy, a.u.: -1128.221987
Energy above the lowest of the compared OMol25 structures with the same formula, charge and spin, kcal per mole: 66.7
SMILES: C/C(=C/Cl)SCC=O

The geometry in ORCA input format:
```
! wB97M-V def2-TZVPD RIJCOSX def2/J DEFGRID3
* xyz 0 1
C 0.2647 -1.0270 1.0032
C 1.1192 -0.2740 0.0347
C 2.2323 0.2592 0.4482
Cl 3.0454 1.6434 -0.3102
S 0.4273 0.0405 -1.6020
C -1.4014 -0.0568 -1.3223
C -1.6235 0.9776 -0.3851
O -1.7819 0.7883 0.8599
H -0.6395 -0.7656 1.5325
H 1.0935 -1.0663 1.8068
H -0.1246 -2.1168 0.6759
H 2.5659 0.1082 1.3806
H -2.0883 -0.9890 -1.1603
H -1.7833 0.3724 -2.3593
H -1.3058 2.1058 -0.6025
*
```